{
  "formula": "C27H53Cl12N3O9",
  "method": "wB97M-V/def2-TZVPD",
  "homo_lumo_gap_ha": [0.286, 0.086],
  "e_lumo_ev": [-2.98, -8.42],
  "homo_energy_ha": [-0.3957, -0.3957],
  "total_charge": 1,
  "fmax_ev_per_a": 5.6,
  "spin_multiplicity": 2,
  "s_squared": 0.783,
  "symbols": ["C", "C", "O", "C", "O", "O", "H", "H", "H", "H", "C", "C", "O", "C", "O", "O", "H", "H", "H", "H", "C", "C", "O", "N", "C", "H", "H", "H", "H", "H", "H", "H", "C", "C", "O", "N", "C", "H", "H", "H", "H", "H", "H", "H", "C", "C", "O", "N", "C", "H", "H", "H", "H", "H", "H", "H", "Cl", "C", "C", "Cl", "H", "H", "H", "H", "Cl", "C", "C", "Cl", "H", "H", "H", "H", "Cl", "C", "C", "Cl", "H", "H", "H", "H", "Cl", "C", "C", "Cl", "H", "H", "H", "H", "Cl", "C", "C", "Cl", "H", "H", "H", "H", "Cl", "C", "C", "Cl", "H", "H", "H", "H"],
  "xyz": [[-1.12, 5.32, -0.51], [0.26, 4.99, 0.13], [1.15, 4.90, -0.93], [0.48, 5.13, -2.04], [0.95, 5.19, -3.18], [-0.85, 5.13, -1.85], [-1.46, 6.35, -0.39], [-1.90, 4.70, -0.07], [0.19, 4.03, 0.63], [0.37, 5.87, 0.76], [6.80, -0.48, 2.47], [6.18, -0.40, 3.85], [4.83, -0.05, 3.57], [4.60, -0.49, 2.35], [3.52, -0.43, 1.77], [5.68, -0.97, 1.81], [7.61, -1.20, 2.45], [7.08, 0.49, 2.06], [6.54, 0.47, 4.40], [6.23, -1.30, 4.46], [-7.57, 3.31, -4.15], [-6.71, 2.83, -3.03], [-7.05, 1.80, -2.38], [-5.57, 3.47, -2.82], [-4.67, 3.07, -1.81], [-8.21, 2.48, -4.46], [-6.99, 3.58, -5.03], [-8.13, 4.15, -3.76], [-5.23, 4.20, -3.43], [-3.64, 3.36, -2.02], [-4.61, 1.98, -1.75], [-4.89, 3.59, -0.87], [-3.28, -2.44, 0.90], [-2.27, -3.49, 1.42], [-1.17, -3.09, 1.80], [-2.59, -4.77, 1.37], [-1.66, -5.89, 1.56], [-4.24, -2.88, 0.62], [-2.71, -1.87, 0.16], [-3.40, -1.68, 1.67], [-3.56, -5.06, 1.27], [-2.21, -6.81, 1.71], [-1.07, -5.84, 2.47], [-1.07, -5.96, 0.64], [3.84, -6.10, -1.66], [3.29, -5.16, -0.58], [4.06, -4.67, 0.27], [1.96, -4.92, -0.65], [1.21, -3.99, 0.19], [4.93, -6.01, -1.65], [3.43, -5.95, -2.65], [3.63, -7.15, -1.43], [1.45, -5.60, -1.20], [0.79, -4.50, 1.06], [0.38, -3.59, -0.39], [1.74, -3.06, 0.40], [2.03, -3.05, -3.57], [2.86, -1.60, -2.96], [4.37, -1.74, -3.19], [5.34, -0.43, -2.48], [2.46, -1.34, -1.98], [2.59, -0.84, -3.70], [4.57, -1.77, -4.26], [4.69, -2.69, -2.75], [-4.46, 4.17, 3.62], [-3.05, 3.77, 2.68], [-2.43, 2.50, 3.16], [-3.44, 1.14, 2.77], [-2.33, 4.59, 2.75], [-3.49, 3.73, 1.68], [-2.26, 2.55, 4.23], [-1.51, 2.24, 2.63], [-3.50, 1.04, -3.93], [-4.08, -0.61, -3.80], [-4.15, -0.94, -2.37], [-4.80, -2.61, -2.10], [-3.48, -1.29, -4.39], [-5.10, -0.67, -4.19], [-4.86, -0.30, -1.85], [-3.14, -0.84, -1.97], [-0.87, -0.42, 6.40], [0.29, -1.46, 5.63], [0.28, -1.21, 4.08], [0.89, 0.38, 3.72], [-0.06, -2.47, 5.85], [1.29, -1.42, 6.06], [-0.79, -1.23, 3.87], [0.71, -1.95, 3.40], [-0.70, -1.23, -1.14], [0.27, -0.14, -0.05], [0.04, 1.37, -0.42], [-1.66, 1.78, -0.71], [1.32, -0.44, -0.02], [-0.02, -0.25, 0.99], [0.62, 1.71, -1.28], [0.46, 1.97, 0.38], [5.64, 4.44, -2.07], [5.70, 3.30, -0.67], [4.28, 3.03, -0.20], [3.42, 1.86, -1.18], [6.31, 3.74, 0.11], [6.25, 2.40, -0.96], [3.79, 4.00, -0.12], [4.35, 2.62, 0.81]]
}

=====

{
  "formula": "C27H53ClErN3O4Si2",
  "method": "wB97M-V/def2-TZVPD",
  "homo_lumo_gap_ha": [0.136, 0.137],
  "relative_energy_kcal_mol": 92.2,
  "e_lumo_ev": [-0.35, -0.35],
  "homo_energy_ha": [-0.1494, -0.1494],
  "total_charge": 0,
  "fmax_ev_per_a": 4.7,
  "spin_multiplicity": 4,
  "s_squared": 3.753,
  "symbols": ["O", "C", "C", "C", "H", "C", "H", "C", "H", "C", "H", "C", "H", "H", "C", "C", "H", "H", "H", "C", "C", "H", "H", "H", "H", "Er", "Cl", "C", "O", "N", "C", "C", "H", "H", "H", "H", "H", "H", "H", "H", "H", "C", "C", "N", "H", "C", "O", "H", "H", "H", "H", "H", "H", "C", "C", "N", "H", "C", "O", "H", "H", "H", "H", "C", "Si", "C", "C", "C", "Si", "C", "C", "C", "H", "H", "H", "H", "H", "H", "H", "H", "H", "H", "H", "H", "H", "H", "H", "H", "H", "H", "H"],
  "xyz": [[0.87, -0.95, -2.62], [-0.20, -0.83, -3.39], [-0.26, 0.49, -4.16], [0.56, 1.53, -3.66], [1.10, 1.35, -2.72], [0.68, 2.70, -4.42], [1.34, 3.48, -4.01], [-0.02, 2.83, -5.62], [0.10, 3.74, -6.17], [-0.85, 1.81, -6.07], [-1.39, 1.91, -6.98], [-0.98, 0.63, -5.35], [-1.61, -0.20, -5.65], [-0.42, -1.72, -4.07], [-2.53, -2.47, -2.65], [-2.00, -1.11, -2.37], [-3.31, -2.48, -3.44], [-3.02, -2.90, -1.73], [-1.78, -3.18, -3.01], [-2.78, 0.01, -2.51], [-4.27, 0.03, -2.40], [-2.34, 0.99, -2.79], [-4.74, 0.35, -3.34], [-4.55, 0.72, -1.62], [-4.66, -0.95, -2.15], [-1.17, -1.30, -0.29], [-2.44, 0.87, 0.32], [-1.91, -1.18, 2.73], [-1.25, -1.70, 1.82], [-1.73, -1.43, 4.02], [-0.82, -2.46, 4.50], [-2.52, -0.72, 5.03], [-2.71, -0.43, 2.47], [-0.37, -2.96, 3.65], [-1.39, -3.17, 5.10], [-0.06, -2.01, 5.13], [-3.17, 0.02, 4.52], [-1.87, -0.20, 5.75], [-3.16, -1.42, 5.59], [4.68, 0.02, -1.92], [3.64, 2.07, -0.33], [3.63, 0.26, -2.12], [3.14, 1.20, 0.14], [2.85, 0.21, -0.89], [3.22, -0.44, -2.81], [2.01, -0.81, -0.64], [1.01, -0.79, 0.12], [3.82, 0.80, 0.93], [2.29, -1.72, -1.19], [3.58, 1.26, -2.54], [2.21, 1.55, 0.65], [-0.34, -6.77, 0.45], [1.79, -6.80, -1.20], [-0.83, -6.22, -0.37], [1.17, -6.19, -1.86], [0.17, -5.45, -1.11], [-1.60, -5.55, 0.03], [0.17, -4.12, -1.08], [-0.72, -3.43, -0.53], [1.79, -5.49, -2.41], [1.01, -3.64, -1.61], [-1.28, -6.96, -1.05], [0.68, -6.87, -2.57], [2.01, -0.21, 3.38], [1.60, 1.63, 3.47], [0.68, 1.94, 5.08], [3.22, 2.61, 3.48], [0.53, 2.02, 1.98], [-0.01, 3.58, 1.16], [1.17, 5.03, 1.44], [-0.07, 3.31, -0.73], [-1.71, 4.07, 1.78], [2.26, -0.57, 4.38], [2.88, -0.41, 2.74], [1.18, -0.79, 2.98], [1.12, 1.36, 5.89], [0.71, 3.00, 5.36], [-0.37, 1.65, 4.99], [4.03, 2.05, 3.00], [3.13, 3.58, 2.99], [3.51, 2.78, 4.53], [-0.11, 1.19, 1.70], [2.17, 4.85, 1.02], [0.77, 5.93, 0.94], [1.29, 5.28, 2.50], [-0.49, 2.33, -0.97], [-0.72, 4.06, -1.20], [0.92, 3.39, -1.20], [-2.49, 3.40, 1.40], [-1.74, 4.03, 2.88], [-1.96, 5.10, 1.48]]
}

=====

{
  "formula": "C27H53ClINO6PS",
  "method": "wB97M-V/def2-TZVPD",
  "homo_lumo_gap_ha": 0.287,
  "e_lumo_ev": -3.07,
  "homo_energy_ha": -0.3995,
  "total_charge": 1,
  "fmax_ev_per_a": 0.6,
  "spin_multiplicity": 1,
  "symbols": ["O", "C", "Cl", "C", "C", "N", "C", "I", "C", "C", "C", "P", "S", "H", "H", "H", "H", "H", "H", "H", "H", "H", "H", "H", "H", "H", "C", "C", "C", "O", "C", "H", "H", "H", "H", "H", "H", "H", "H", "C", "C", "C", "O", "C", "H", "H", "H", "H", "H", "H", "H", "H", "C", "C", "C", "O", "C", "H", "H", "H", "H", "H", "H", "H", "H", "C", "C", "C", "O", "C", "H", "H", "H", "H", "H", "H", "H", "H", "C", "C", "C", "O", "C", "H", "H", "H", "H", "H", "H", "H", "H"],
  "xyz": [[-1.74, 2.76, 4.21], [-0.99, 2.05, 3.65], [-1.26, 0.26, 3.72], [0.20, 2.50, 2.85], [0.88, 1.59, 1.83], [1.65, 0.50, 2.57], [2.41, -0.48, 1.72], [3.13, -2.03, 3.00], [1.54, -0.99, 0.60], [0.90, 0.14, -0.21], [0.03, 0.99, 0.72], [-0.80, 2.32, -0.22], [-2.35, 3.17, 0.58], [-0.13, 3.40, 2.33], [0.95, 2.84, 3.58], [1.66, 2.20, 1.35], [0.99, -0.01, 3.17], [2.31, 0.96, 3.20], [3.31, 0.04, 1.36], [2.16, -1.61, -0.05], [0.75, -1.63, 1.01], [0.29, -0.32, -0.99], [1.67, 0.76, -0.69], [-0.79, 0.38, 1.11], [0.28, 3.14, -0.55], [-1.05, 1.64, -1.42], [-0.41, -4.89, -1.85], [-1.64, -4.29, -1.18], [-1.21, -2.85, -0.98], [-0.29, -2.54, -2.02], [0.06, -3.74, -2.73], [-0.61, -5.79, -2.43], [0.35, -5.13, -1.10], [-2.50, -4.33, -1.85], [-1.92, -4.79, -0.25], [-0.69, -2.74, -0.01], [-2.04, -2.14, -1.00], [-0.44, -3.75, -3.70], [1.14, -3.73, -2.89], [-7.07, 1.52, -0.32], [-5.67, 1.96, -0.74], [-5.01, 0.62, -1.03], [-6.03, -0.24, -1.50], [-7.32, 0.35, -1.27], [-7.82, 2.30, -0.41], [-7.07, 1.17, 0.71], [-5.72, 2.57, -1.64], [-5.14, 2.52, 0.03], [-4.56, 0.20, -0.12], [-4.23, 0.69, -1.80], [-7.73, 0.69, -2.22], [-7.98, -0.41, -0.86], [-0.22, -10.16, -2.60], [1.19, -9.64, -2.84], [0.94, -8.54, -3.87], [-0.35, -8.01, -3.58], [-1.03, -8.87, -2.66], [-0.34, -10.68, -1.65], [-0.52, -10.83, -3.40], [1.61, -9.21, -1.93], [1.88, -10.40, -3.20], [0.94, -8.95, -4.89], [1.67, -7.73, -3.83], [-1.07, -8.38, -1.67], [-2.05, -9.02, -3.01], [3.95, 4.97, -1.45], [4.61, 3.84, -2.23], [3.87, 2.62, -1.68], [2.55, 3.07, -1.36], [2.50, 4.51, -1.40], [4.06, 5.95, -1.93], [4.37, 5.04, -0.44], [4.42, 3.95, -3.30], [5.68, 3.77, -2.08], [4.35, 2.24, -0.78], [3.79, 1.81, -2.40], [1.95, 4.83, -2.29], [1.97, 4.87, -0.51], [1.23, 6.72, 4.96], [2.58, 7.08, 4.33], [3.09, 5.71, 3.90], [1.92, 4.94, 3.57], [0.74, 5.62, 4.04], [0.54, 7.56, 5.02], [1.38, 6.33, 5.97], [2.43, 7.72, 3.46], [3.26, 7.58, 5.01], [3.63, 5.21, 4.71], [3.73, 5.75, 3.02], [0.20, 6.03, 3.18], [0.09, 4.90, 4.54]]
}